Molecular formula: C26H43MnN8OS2Si
Method: DFT, wB97M-V/def2-TZVPD

Results
Calculated total energy = -102498.0492 eV
HOMO-LUMO gap (alpha / beta) = 0.1809 / 0.1848 hartree
Multiplicity = 2
ΔE to the lowest compared entry with this formula, charge and spin = 120.0 kJ/mol
Charge = -1
LUMO (alpha / beta) = 0.095 / 0.095 Eh
Strongest force on any atom = 0.7 eV/Å

Atoms and positions in Å:
N 1.22 1.00 -3.02
C -1.18 1.44 -2.93
C -1.79 -1.80 4.18
H -4.74 3.68 2.19
H 3.44 -3.02 -4.22
C 3.55 0.64 2.76
C 2.35 1.36 -3.78
N -1.97 -1.50 2.76
H 1.83 -4.10 -1.80
H -2.68 -3.14 0.65
C 2.31 1.45 -5.11
H 0.15 -1.68 -4.89
C -3.29 -1.78 2.21
C -3.80 3.16 2.04
H -2.64 -1.37 4.72
H 1.36 3.18 0.33
H 3.57 1.08 1.77
H 0.26 -3.37 -4.36
H 3.25 1.53 -3.21
H -3.92 1.91 3.82
C 0.20 -2.33 -4.01
H -2.60 0.61 -4.33
H -0.74 -2.21 -3.45
C -2.33 2.67 0.09
N 1.80 2.68 -0.44
C -0.99 -0.93 2.01
C 2.36 -0.61 4.42
H 1.06 1.07 -6.91
C 1.23 -0.13 2.20
N -3.57 3.09 0.61
H 1.95 4.49 -1.29
H -4.69 1.21 2.38
H -0.88 -3.73 3.88
H 2.70 2.33 -0.13
N 1.98 3.52 -1.58
C 3.46 -0.52 5.27
H 5.54 1.26 3.28
H 5.45 0.21 5.53
H 1.46 -1.13 4.71
N -1.12 1.76 -1.61
N -2.36 2.16 -1.09
O 1.42 0.31 1.04
H 3.17 -1.37 -4.82
H -3.21 -3.96 2.13
H -0.89 -1.29 4.50
H -1.45 -3.44 5.53
H 0.55 -0.35 -1.50
H 2.30 0.02 -1.51
H 1.18 3.34 -2.18
C -0.07 1.11 -3.67
C -2.52 1.46 -3.65
S -0.88 2.94 1.05
H 2.61 -2.81 -0.85
C -3.84 1.79 2.73
N 0.15 -0.70 2.71
H -2.92 1.24 2.51
H 0.85 -2.95 -0.86
C 4.60 0.15 4.86
H -3.01 3.76 2.48
C 2.40 -0.03 3.16
C 1.07 1.13 -5.83
S -1.31 -0.64 0.36
H -1.00 0.84 -5.63
C 1.74 -3.05 -1.48
C 3.24 -1.99 -3.92
C -1.68 -3.29 4.47
C -0.06 0.99 -5.11
H -3.99 -1.75 3.05
C -3.40 -3.11 1.47
H -4.33 2.68 0.09
H -2.64 2.38 -4.23
Si 1.65 -1.88 -2.94
Mn 0.20 1.21 -0.25
H 3.41 -0.98 6.25
H 4.08 -1.63 -3.33
H -2.61 -3.82 4.25
H 3.20 1.76 -5.65
H -3.32 1.42 -2.92
H -4.40 -3.21 1.05
H -3.55 -0.97 1.53
C 1.43 -0.17 -2.16
C 4.65 0.73 3.61